Entry 1:
Computed, not measured: a structure of composition C4H9ClN3 in a non-equilibrium geometry, with ωB97M-V with the def2-TZVPD basis set.

Element x y z (Å)
C (3.04, 0.95, -0.25)
C (1.97, 0.26, -0.16)
C (-1.48, -0.54, 0.16)
C (0.26, 1.03, -0.55)
N (-2.28, -1.56, -0.20)
N (-1.45, -0.25, 1.45)
N (-0.70, 0.06, -0.76)
Cl (1.60, -1.35, 0.48)
H (3.93, 0.49, 0.03)
H (3.21, 1.88, -0.64)
H (0.36, 1.61, -1.44)
H (-0.13, 1.78, 0.28)
H (-2.62, -2.16, 0.49)
H (-2.41, -1.30, -1.14)
H (-1.90, -0.83, 2.14)
H (-0.75, 0.40, 1.74)
H (-0.65, -0.45, -1.62)

## Properties
E_tot	-781.967331	hartree
relative energy (zero: lowest compared OMol25 entry of this formula, charge and spin)	0.3992	eV
charge	+1

Entry 2:
Computed, not measured: the molecule C5H9N3 in a non-equilibrium geometry, with ωB97M-V with the def2-TZVPD basis set.

Element x y z (Å)
C (-1.06, 2.08, -0.17)
C (-0.56, 0.78, -0.75)
C (-1.13, -1.37, 0.47)
N (-0.40, -0.34, 0.36)
N (-0.80, 0.32, -1.91)
H (-1.12, 1.04, -2.55)
H (-2.15, 2.05, -0.11)
H (-0.68, 2.25, 0.84)
H (-0.76, 2.90, -0.82)
H (-1.96, -1.51, -0.22)
H (-0.84, -2.20, 1.10)
C (2.04, -1.41, 0.84)
C (1.31, -0.20, 0.38)
N (1.51, 0.79, -0.32)
H (3.07, -1.38, 0.52)
H (1.58, -2.29, 0.39)
H (1.94, -1.50, 1.93)

## Properties
E_tot	-360.047497	hartree
relative energy (zero: lowest compared OMol25 entry of this formula, charge and spin)	4.0755	eV